9
Properties=species:S:1:pos:R:3:forces:R:3:lowdin_charge:R:1 method="wB97M-V/def2-TZVPD" spin_multiplicity=2 homo_ev="-9.349 / -10.329" s_squared=0.7531 gap_ev="10.24 / 8.51" lumo_energy_ha="0.0328 / -0.0670" relative_energy_ev=0.026
Cl -1.212468 -0.004552 1.416914 -1.24 -0.08 0.63 -0.032
Cl 0.967775 0.035922 0.443563 1.37 -0.21 0.30 0.527
C -0.516544 1.148525 -1.529380 -0.39 1.45 0.18 -0.206
C 0.483922 0.059823 -1.239102 -0.71 0.59 -0.71 -0.630
H -1.526748 0.788692 -1.335037 0.06 0.19 -0.10 0.047
H -0.366831 2.069954 -0.918276 0.02 -0.82 -0.17 0.081
H -0.433682 1.526921 -2.558963 -0.06 -0.54 0.10 0.078
H 1.382849 0.228782 -1.781327 0.81 -0.03 -0.41 0.058
H 0.047367 -0.881336 -1.524941 0.15 -0.56 0.20 0.077

13
Properties=species:S:1:pos:R:3:forces:R:3:lowdin_charge:R:1 method="wB97M-V/def2-TZVPD" homo_ev="-8.841 / -7.753" gap_ev="8.42 / 5.98" lumo_energy_ha="-0.0153 / -0.0651" relative_energy_ev=0.000
C 1.019882 -1.607790 -0.020025 -1.04 0.11 -1.16 -0.186
C 1.738469 -0.403014 0.322291 1.43 0.24 -0.40 -1.207
O -1.630737 0.685889 1.262562 1.72 0.84 -0.05 -0.276
O -2.233864 2.079282 -0.604965 -0.49 0.51 -1.24 -0.211
O -0.263887 0.588533 -1.033576 -0.16 -0.08 -0.65 -0.436
P -0.881861 1.473520 -0.004531 -0.55 -0.68 1.81 0.491
Cl 3.101161 0.076419 -0.589285 -0.15 0.06 0.04 0.671
Cl 1.192692 0.655688 1.462008 0.61 -0.01 0.52 0.785
H 0.122301 -1.159505 -0.678224 1.37 -1.36 1.12 0.116
H 1.580610 -2.444606 -0.464113 0.11 0.93 -0.53 0.089
H 0.741305 -2.042422 0.903360 -1.29 -0.31 1.00 0.061
H -2.362822 0.150853 1.007651 -1.14 -0.56 -0.53 0.038
H -2.123249 1.947148 -1.563152 -0.41 0.31 0.07 0.067